This record from the OMol25 dataset describes C6H15N3 as an isolated structure in a non-equilibrium geometry. The level of theory is ωB97M-V/def2-TZVPD.

Last column: Löwdin charge in e.
CARTESIAN COORDINATES (ANGSTROEM)
C (0.469, -0.439, 1.168)  -0.302
C (0.862, -1.300, -1.063)  -0.189
C (1.957, -0.369, 1.508)  -0.098
N (0.045, -1.198, 0.014)  -0.049
N (0.834, -3.245, 0.467)  -0.036
H (-0.046, -3.578, 0.068)  -0.004
H (1.058, -3.955, 1.180)  -0.002
H (0.085, 0.572, 0.959)  0.091
H (-0.093, -0.819, 2.022)  0.107
H (0.334, -1.404, -2.008)  0.077
H (1.277, -2.522, -0.684)  0.112
H (1.749, -0.666, -1.129)  0.079
H (2.359, -1.374, 1.638)  0.064
H (2.089, 0.181, 2.441)  0.070
H (2.537, 0.141, 0.738)  0.060
C (-2.175, 1.984, -1.020)  -0.259
C (-0.619, 3.561, -0.410)  -0.040
C (-2.573, 0.715, -1.072)  0.040
N (-0.958, 2.339, -0.427)  -0.042
H (-2.796, 2.790, -1.421)  0.097
H (0.331, 3.841, 0.035)  0.066
H (-1.245, 4.369, -0.810)  0.073
H (-1.963, -0.081, -0.662)  0.031
H (-3.517, 0.456, -1.533)  0.054

The energy relative to the best compared isomer or geometry (same formula, charge and spin) is 143.22 kcal per mole. Its charge is 0. Its strongest force on any atom is 1.83 eV Å⁻¹. Its total energy is -10929.6992 eV.